17
Properties=species:S:1:pos:R:3 method="wB97M-V/def2-TZVPD" lumo_energy_ha=0.1249 orbital_gap_ev=7.344 total_charge=-1 largest_force_ha_per_bohr=0.10269 homo_ev=-3.944
S 0.08022 -0.14592 -0.41792
H -0.62811 0.04531 -1.51883
H 1.61481 -2.04203 -1.49340
H 2.59043 -1.77945 -2.57018
O 2.17535 -2.57013 -2.13943
H -3.23505 -1.28060 3.58213
H -4.11117 -1.75216 4.46494
O -3.92711 -0.95925 4.04749
H -1.62304 -2.42130 0.69519
H -1.88753 -0.81676 0.81817
O -2.07488 -1.69075 1.21872
H 0.62032 1.63200 -4.00414
H 1.00737 1.40475 -2.64374
O 1.41889 1.56990 -3.44054
H 3.17814 3.39850 0.58603
H 2.07861 3.37348 1.59981
O 2.72275 4.03442 1.21569

---

15
Properties=species:S:1:pos:R:3 method="wB97M-V/def2-TZVPD" lumo_energy_ha="-0.0225 / -0.0661" orbital_gap_ev="8.004 / 6.787" largest_force_ha_per_bohr=0.07446 homo_ev="-8.618 / -8.587"
B -0.85228 -0.44762 -0.66062
C 0.71333 1.40225 -1.68070
C 1.25248 1.43111 -0.29538
C -0.22332 0.50750 -1.82718
C 0.24593 -1.42841 1.60055
N 1.13448 0.48830 0.51882
N 0.32344 -0.47135 0.50608
O -1.93906 0.41473 -0.24670
H -1.28663 -1.61445 -1.07409
H 1.17161 2.04852 -2.39685
H 1.74284 2.28185 0.12231
H 0.81881 -0.94432 2.40285
H -0.83094 -1.50699 1.95015
H 0.66530 -2.36894 1.34421
H -2.93600 0.20783 -0.26346

---

90
Properties=species:S:1:pos:R:3 method="wB97M-V/def2-TZVPD" spin_multiplicity=2 lumo_energy_ha="-0.5189 / -0.5000" orbital_gap_ev="4.412 / 4.931" total_charge=+4 largest_force_ha_per_bohr=0.05821 homo_ev="-18.532 / -18.535"
Re 1.04833 0.24252 1.53826
O 2.74096 -4.12777 1.90670
C 2.38291 -2.89113 2.07926
O 2.93566 -1.91462 1.61413
C 1.22672 -2.71664 3.01606
C 0.82358 -3.74290 3.86997
C -0.12276 -3.46695 4.84731
C -0.59898 -2.16798 4.96733
C -0.15936 -1.20081 4.05838
N 0.70959 -1.49047 3.07233
C -0.56601 0.22071 4.04051
O -1.34845 0.76030 4.93026
O -0.13455 0.93098 3.11464
H 3.54963 -4.26159 1.38156
H 1.26280 -4.72359 3.76779
H -0.47306 -4.24909 5.50581
H -1.30328 -1.92780 5.74958
H -1.57560 0.23769 5.71777
C 4.85357 0.26700 1.99914
Se 3.20980 0.74348 2.88770
C 3.33015 2.68952 2.55621
C 3.11500 3.03831 1.09857
Se 1.32233 2.54991 0.44846
C 0.35375 3.84114 1.52180
H 5.64822 0.87447 2.43321
H 4.79501 0.42042 0.92602
H 5.06254 -0.77683 2.21056
H 4.32640 3.01089 2.87177
H 2.60794 3.18298 3.20908
H 3.82778 2.52738 0.44838
H 3.22206 4.11643 0.94526
H 0.67053 4.83777 1.21283
H 0.57267 3.69309 2.57416
H -0.71360 3.73993 1.35734
C -4.83117 1.66073 -3.10725
C -3.50677 2.15377 -3.66478
C -2.25843 1.59224 -2.97937
C -1.97474 2.14651 -1.57333
N -2.83280 1.56111 -0.56612
C -2.55580 0.55959 0.24257
S -1.01026 -0.28028 0.14033
N -3.45435 0.06389 1.08262
C -4.82785 0.52228 1.28133
C -5.86223 -0.22561 0.42625
C -6.14760 -1.64075 0.93179
C -7.37210 -2.27040 0.30817
H -5.63215 1.89879 -3.80525
H -5.09864 2.14990 -2.16859
H -4.82058 0.58100 -2.96564
H -3.48624 3.24576 -3.67149
H -3.45629 1.84901 -4.71568
H -1.39950 1.84381 -3.59978
H -2.32726 0.50419 -2.92511
H -2.13757 3.22674 -1.56716
H -0.93351 1.93800 -1.29814
H -3.79843 1.87087 -0.62511
H -3.19625 -0.77976 1.57657
H -4.87033 1.59620 1.08889
H -5.06062 0.36899 2.33732
H -5.53022 -0.26554 -0.61324
H -6.78801 0.35232 0.44871
H -6.29289 -1.62445 2.01818
H -5.27959 -2.28636 0.74823
H -8.28375 -1.73821 0.59859
H -7.47989 -3.30217 0.63291
H -7.34993 -2.22606 -0.78179
O 2.06115 -0.39084 -0.21693
S 1.79182 -0.33282 -1.73485
C 2.38664 -1.88807 -2.41514
C 1.95469 -2.19027 -3.70355
C 2.42316 -3.34047 -4.31411
C 3.30783 -4.16898 -3.63723
C 3.71297 -3.86384 -2.34191
C 3.24749 -2.71849 -1.71572
C 3.14433 0.74273 -2.29276
C 2.82049 1.82235 -3.09787
C 3.83659 2.65621 -3.54232
C 5.14765 2.40877 -3.16772
C 5.45517 1.33159 -2.35039
C 4.45026 0.48344 -1.91106
H 1.27295 -1.53785 -4.22570
H 2.10196 -3.59050 -5.31263
H 3.67870 -5.06020 -4.11880
H 4.40090 -4.51885 -1.82897
H 3.54736 -2.46324 -0.70875
H 1.80132 2.00263 -3.39887
H 3.60160 3.48732 -4.18902
H 5.93830 3.05119 -3.52486
H 6.47818 1.13349 -2.06893
H 4.69197 -0.36816 -1.29474

---

18
Properties=species:S:1:pos:R:3 method="wB97M-V/def2-TZVPD" lumo_energy_ha=0.0303 orbital_gap_ev=10.324 largest_force_ha_per_bohr=0.05433 homo_ev=-9.500
C 0.02621 -0.24889 -2.16448
C -0.32423 0.65138 -0.95361
C -0.04383 -0.04296 0.43530
C -0.96670 0.65704 2.02244
C 1.50006 -0.14989 0.59808
C -0.68945 -1.32081 0.51830
N -1.28587 -2.29766 0.68635
H 1.10099 -0.44397 -2.25786
H -0.28716 0.21787 -3.10779
H -0.48601 -1.21342 -2.09385
H -1.37844 0.92607 -1.02968
H 0.25631 1.58293 -1.05264
H -2.07239 0.68441 1.97369
H -0.69320 0.15566 2.97111
H -0.37859 1.41964 1.59782
H 1.79199 -0.47066 1.59772
H 1.90407 -0.89513 -0.10628
H 2.02626 0.78839 0.36539

---

70
Properties=species:S:1:pos:R:3 method="wB97M-V/def2-TZVPD" spin_multiplicity=6 lumo_energy_ha="0.0665 / 0.0665" orbital_gap_ev="6.296 / 6.718" total_charge=-1 largest_force_ha_per_bohr=0.07694 homo_ev="-4.486 / -4.909"
Mn 0.18065 0.21366 0.04281
C 2.17706 -3.68105 -1.08883
C 0.72877 -3.99759 -1.30229
C 0.40021 -5.11327 -2.13005
C -0.93042 -5.50327 -2.23464
C -1.91265 -4.81898 -1.55832
C -1.62774 -3.64565 -0.85569
C -2.78973 -2.91317 -0.32223
C -0.26844 -3.18846 -0.67001
N -0.00700 -2.21157 0.23822
C -0.26721 -2.55032 1.55133
O -0.30175 -3.71576 1.99761
C -0.62668 -1.42374 2.40359
C -0.92617 -1.60958 3.77779
C -1.43178 -0.52428 4.48240
C -1.58514 0.70893 3.85238
C -1.22990 0.82500 2.50994
N -0.76732 -0.22825 1.83292
C -1.38532 2.10767 1.70986
O -1.95101 3.10867 2.16975
N -0.90232 1.95000 0.42910
C -1.16182 3.01319 -0.51544
C -2.45068 3.08947 -1.14768
C -3.40162 1.95049 -1.10707
C -2.81391 4.25863 -1.85159
C -1.89281 5.28434 -2.07988
C -0.61007 5.14235 -1.54535
C -0.24887 4.05706 -0.74139
C 1.17033 3.98814 -0.20292
H 2.66926 -4.35768 -0.39008
H 2.36172 -2.66916 -0.73319
H 2.74304 -3.68002 -2.07536
H 1.15957 -5.69399 -2.66174
H -1.15872 -6.23666 -2.98798
H -2.97059 -5.12862 -1.62473
H -3.63623 -2.88149 -1.06727
H -2.57954 -1.85006 -0.05050
H -3.13549 -3.39409 0.61354
H -0.85282 -2.61588 4.19664
H -1.82455 -0.68291 5.48859
H -1.88793 1.60556 4.42188
H -3.18128 1.18923 -0.34229
H -3.39690 1.46311 -2.10539
H -4.42037 2.32852 -0.80121
H -3.81822 4.31524 -2.31844
H -2.14317 6.09935 -2.77957
H 0.14177 5.95687 -1.73731
H 1.84058 4.63327 -0.83698
H 1.58339 2.95445 -0.28496
H 1.25499 4.31444 0.82269
B -0.74449 0.47085 -4.56382
C -0.39430 0.14419 -3.12206
N -0.17705 -0.05114 -2.00570
H 0.16901 1.20981 -4.98754
H -1.89148 0.93788 -4.62581
H -0.77526 -0.57746 -5.24379
C 2.91668 1.83732 2.82290
As 3.34247 0.54555 1.45427
C 5.01547 1.05772 0.61025
C 3.50922 -1.29797 2.11938
O 2.10216 0.71708 0.35058
H 3.30531 1.57897 3.80527
H 1.81888 1.86289 2.70668
H 3.32773 2.79209 2.43040
H 5.86436 0.73871 1.17935
H 5.09303 2.14672 0.47179
H 4.96143 0.63708 -0.40190
H 3.71060 -1.43055 3.20739
H 4.34073 -1.71016 1.53843
H 2.59035 -1.85169 1.86328